A cluster of 2 separate species, C5H13OS in total. Source: the Open Molecules 2025 dataset; level of theory: wB97M-V/def2-TZVPD.

```
20
Properties=species:S:1:pos:R:3:forces:R:3
C 1.0663 -1.9719 -0.7224 -0.97 1.33 0.68
O 0.5978 -0.6693 -0.5314 0.90 -1.04 -0.18
C 0.0689 -2.6863 -1.6150 0.07 -1.30 -1.73
H 1.1542 -2.5220 0.2337 0.00 -0.16 0.24
H 2.0998 -2.0671 -1.1721 -0.51 0.19 -0.04
H 0.2857 -3.7851 -1.7865 -0.02 0.74 0.29
H 0.2197 -2.2175 -2.6204 -0.60 -0.26 0.59
H -1.0102 -2.6301 -1.3242 1.00 0.34 0.05
C 1.1663 1.7481 1.1015 -1.01 0.33 0.21
C -0.3067 2.2438 0.8202 1.12 0.31 -1.19
C -1.2570 1.0660 1.0264 -0.01 0.21 0.02
S -2.8562 1.2799 0.1324 0.10 -0.12 0.25
H 1.9111 2.4892 0.8102 -0.01 0.20 0.10
H 1.3336 0.8252 0.5247 -0.12 0.08 0.12
H 1.2714 1.5357 2.1846 0.06 0.08 -0.42
H -0.5392 3.1753 1.3910 -0.11 -0.79 -0.02
H -0.4138 2.5666 -0.2521 0.38 -0.38 0.81
H -1.4562 1.0142 2.1115 -0.17 -0.51 -0.47
H -0.7964 0.1383 0.5778 -0.12 0.67 0.61
H -2.5393 0.4672 -0.8899 0.02 0.09 0.08
```
Forces are in eV/Å.

Electronic energy   -671.70627 a.u.
Total charge   -1
HOMO level   -2.959 eV
LUMO energy   3.4 eV
Gap between HOMO and LUMO   6.37 eV



A cluster of 2 separate species, C5H14 in total. Source: the Open Molecules 2025 dataset; level of theory: wB97M-V/def2-TZVPD.

```
19
Properties=species:S:1:pos:R:3:forces:R:3
C 1.0694 -1.8106 0.5928 -0.10 -0.12 0.12
C 1.1189 -0.8987 -0.6312 -2.92 0.81 0.65
C -0.2352 -2.6536 0.6464 3.26 -1.60 0.40
H 1.9397 -2.4798 0.6153 -0.07 0.19 -0.03
H 1.1517 -1.2070 1.4978 -0.02 0.17 -0.02
H 1.1959 -1.3838 -1.5646 0.49 -0.88 -0.98
H 1.8011 -0.1189 -0.5180 1.74 1.07 0.01
H -0.5913 -2.7777 1.6583 -0.54 0.21 0.12
H -0.8402 -2.1867 -0.0494 -2.04 0.45 -0.97
H 0.1553 -0.2747 -0.7808 1.04 -1.20 0.53
H 0.0766 -3.6753 0.2891 -0.79 0.74 0.08
C -1.0892 2.8341 -0.9488 -1.63 0.00 -1.20
C -0.7410 2.3380 0.4434 1.92 -0.43 -1.38
H -0.4687 2.2835 -1.6692 0.11 0.71 -0.10
H -2.1143 2.5257 -1.2281 0.22 -0.40 0.22
H -1.2194 3.9266 -1.2089 1.02 -0.90 0.73
H 0.0056 2.9765 0.8813 0.44 0.23 0.44
H -0.2990 1.3195 0.3653 -0.22 0.79 -0.01
H -1.5305 2.2169 1.0959 -1.92 0.14 1.39
```
Forces are in eV/Å.

Electronic energy   -198.79984 a.u.
Total charge   -1
HOMO level (spin up / spin down)   1.527 / -7.689 eV
LUMO energy (spin up / spin down)   4.1 / 4.1 eV
Expectation value of S²   0.750
Spin multiplicity   2
Gap between HOMO and LUMO (spin up / spin down)   2.58 / 11.82 eV



A cluster of 2 separate species, C5H14 in total. Source: the Open Molecules 2025 dataset; level of theory: wB97M-V/def2-TZVPD.

```
19
Properties=species:S:1:pos:R:3:forces:R:3
C 0.9601 -1.1306 1.2651 0.46 0.02 -0.03
C 0.2652 0.2171 1.3650 -0.68 0.36 0.36
C 1.7767 -1.4643 2.5144 -0.34 -0.47 0.04
H 0.2646 -1.9371 1.0551 -0.20 -0.10 0.03
H 1.6828 -1.1331 0.4476 -0.20 0.11 -0.29
H -0.0987 0.3763 2.3875 0.21 0.02 -0.01
H 1.1409 -1.7442 3.3618 0.01 0.17 -0.09
H 2.4132 -2.3264 2.3056 0.09 0.06 0.10
H -0.6365 0.3770 0.7573 0.35 -0.43 -0.21
H 0.9421 1.0304 1.1196 0.16 0.12 0.10
H 2.4038 -0.6329 2.8213 0.12 0.14 0.00
C -2.1646 1.0670 -2.3298 0.21 -0.54 -0.42
C -0.6511 0.9858 -2.5077 0.58 0.94 -0.20
H -2.4168 1.8695 -1.6363 -0.14 -0.07 -0.09
H -2.6461 1.2300 -3.3008 0.01 0.26 0.24
H -2.5769 0.1290 -1.9608 -0.02 -0.02 0.18
H -0.2694 2.0028 -2.6586 -0.04 -0.03 -0.08
H -0.1106 0.6488 -1.6277 -0.16 -0.33 0.16
H -0.2786 0.4348 -3.3784 -0.43 -0.22 0.21
```
Forces are in eV/Å.

Electronic energy   -198.88268 a.u.
SMILES   CCC.CC
HOMO level   -11.458 eV
LUMO energy   1.1 eV
Gap between HOMO and LUMO   12.58 eV



A cluster of 2 separate species, C5H14 in total. Source: the Open Molecules 2025 dataset; level of theory: wB97M-V/def2-TZVPD.

```
19
Properties=species:S:1:pos:R:3:forces:R:3
C -0.4441 -2.2672 -2.1610 -0.79 -0.10 -0.13
C -1.0129 -1.7608 -0.8408 1.06 -0.31 0.13
H 0.6106 -2.0413 -2.2525 0.22 -0.01 0.00
H -0.5858 -3.3435 -2.2580 0.06 -0.01 -0.12
H -0.9747 -1.7826 -2.9841 0.19 -0.08 -0.11
H -0.6531 -2.3876 -0.0276 -0.02 -0.09 0.18
H -0.5728 -0.7843 -0.6641 -0.50 0.36 0.20
H -2.0923 -1.7646 -0.7933 -0.23 0.24 -0.12
C 0.8637 1.5665 0.5571 -0.73 -0.27 0.82
C 1.2166 0.5431 1.6486 0.57 0.40 -0.19
C -0.4379 2.3030 0.8670 0.08 0.24 0.98
H 1.6699 2.2939 0.5032 0.15 -0.07 -0.50
H 0.7303 1.0115 -0.3660 0.27 0.21 -0.37
H 1.7220 1.0258 2.4903 -0.10 0.00 -0.01
H -0.7843 2.9333 0.0513 -0.16 -0.17 -0.12
H 1.9291 -0.1695 1.2179 -0.22 -0.14 0.32
H 0.3385 0.0404 2.0501 -0.02 -0.21 -0.19
H -1.2150 1.6176 1.2289 -0.02 -0.02 -0.60
H -0.3078 2.9663 1.7329 0.20 0.05 -0.16
```
Forces are in eV/Å.

Electronic energy   -198.88233 a.u.
SMILES   CCC.CC
HOMO level   -11.465 eV
LUMO energy   1.1 eV
Gap between HOMO and LUMO   12.61 eV



A cluster of 2 separate species, C5H14 in total. Source: the Open Molecules 2025 dataset; level of theory: wB97M-V/def2-TZVPD.

```
19
Properties=species:S:1:pos:R:3:forces:R:3
C 0.7648 -1.1558 0.0106 0.46 -0.12 -2.52
C 1.0563 -2.2566 -1.0582 0.96 -0.43 1.76
C 1.9129 -0.2384 0.3755 0.48 0.35 0.24
H 0.1343 -0.5582 -0.6429 -0.79 0.34 0.84
H 0.2585 -1.4950 0.9077 -0.19 -0.13 -0.09
H 1.9336 -2.8684 -0.8029 0.01 0.18 -0.02
H 2.6645 0.0407 -0.3735 -0.49 -0.48 -0.52
H 1.2766 -1.7554 -1.9962 -0.28 -0.25 -0.23
H 0.2396 -2.9766 -1.0795 -0.22 0.25 -0.53
H 1.4527 0.7211 0.6348 0.38 -0.11 0.64
H 2.5213 -0.6703 1.1695 -0.16 0.28 0.40
C -2.0025 0.9639 0.0452 -0.20 0.87 0.81
C -1.5844 2.3012 0.7056 1.23 -0.55 -0.76
H -3.0808 1.0684 -0.0344 -0.16 -0.71 -0.47
H -1.5052 0.8656 -0.9157 -0.35 0.22 -0.28
H -1.7307 0.0544 0.5767 -0.17 0.19 0.39
H -1.9524 3.0993 0.0666 -0.08 0.23 0.12
H -1.8671 2.4944 1.7331 -0.43 -0.32 0.11
H -0.4921 2.3656 0.6781 -0.01 0.18 0.10
```
Forces are in eV/Å.

Electronic energy   -198.86536 a.u.
SMILES   CCC.CC
HOMO level   -10.968 eV
LUMO energy   1.1 eV
Gap between HOMO and LUMO   12.08 eV



A cluster of 2 separate species, C5H14 in total. Source: the Open Molecules 2025 dataset; level of theory: wB97M-V/def2-TZVPD.

```
19
Properties=species:S:1:pos:R:3:forces:R:3
C 0.8223 -2.4587 -0.0711 0.22 1.14 -0.61
C 2.0097 -1.8359 -0.8168 -0.05 0.01 -0.41
H 0.0179 -2.5051 -0.7990 -0.26 -0.50 0.01
H 1.0420 -3.4340 0.3370 -0.07 -0.15 0.24
H 0.4629 -1.7490 0.6777 0.11 -0.34 0.28
H 2.4500 -2.5300 -1.5331 0.00 -0.16 0.06
H 2.8198 -1.4714 -0.1900 -0.04 -0.04 0.24
H 1.6575 -0.9972 -1.4263 0.06 0.06 0.19
C -0.7685 1.0907 0.5961 0.42 -0.42 1.15
C -1.2686 2.3049 1.3856 -0.15 0.27 -0.44
C -0.9478 1.1621 -0.9098 -0.15 -0.35 -0.10
H 0.2664 0.8341 0.8605 0.08 0.48 -0.21
H -1.2614 0.2425 1.0625 -0.59 -0.31 -0.45
H -0.5717 3.1445 1.4413 0.02 -0.08 -0.21
H -0.0111 1.3958 -1.4031 0.06 0.37 -0.16
H -1.2754 0.2175 -1.3462 0.03 -0.14 0.16
H -1.5378 2.0473 2.4040 0.09 -0.14 0.20
H -2.1896 2.6568 0.9058 0.11 0.12 0.14
H -1.7165 1.8852 -1.1754 0.10 0.19 -0.09
```
Forces are in eV/Å.

Electronic energy   -198.87837 a.u.
SMILES   CCC.CC
HOMO level   -11.156 eV
LUMO energy   1.2 eV
Gap between HOMO and LUMO   12.32 eV



A cluster of 2 separate species, C5H14 in total. Source: the Open Molecules 2025 dataset; level of theory: wB97M-V/def2-TZVPD.

```
19
Properties=species:S:1:pos:R:3:forces:R:3
C 1.7392 -0.1793 -0.4941 -2.08 -0.55 -1.73
C 1.6476 1.0590 0.3880 2.92 2.25 -0.24
C 2.5219 -0.0419 -1.8077 1.42 -3.06 -2.38
H 1.9789 -1.0594 0.0929 0.59 0.01 0.06
H 0.6981 -0.4669 -0.8753 1.01 0.59 0.82
H 2.0221 2.0671 -0.0621 -0.84 -1.76 -0.31
H 1.9466 -0.0257 -2.7644 -0.52 0.07 1.04
H 3.0737 0.8485 -1.9131 1.04 1.09 0.42
H 2.4814 1.0654 1.1797 -1.90 -0.53 -0.30
H 0.6319 1.2915 0.6552 -0.14 -0.19 0.97
H 3.2635 -0.9527 -2.1699 -1.53 2.07 1.66
C -2.4849 -0.7183 0.3383 0.45 1.29 -0.98
C -3.2269 -0.1695 1.6260 -0.88 -0.85 -0.15
H -1.9903 0.1806 -0.1726 -0.74 -1.17 0.46
H -1.6322 -1.4320 0.4677 -0.92 0.47 0.38
H -3.2002 -1.1613 -0.4345 0.88 0.51 1.24
H -4.2506 0.1421 1.2669 0.72 -0.77 0.54
H -2.8773 0.8483 2.0022 0.33 -1.81 -0.08
H -3.3279 -1.0459 2.4246 0.19 2.34 -1.42
```
Forces are in eV/Å.

Electronic energy   -198.82318 a.u.
SMILES   CCC.CC
HOMO level   -10.739 eV
LUMO energy   1.1 eV
Gap between HOMO and LUMO   11.80 eV



A cluster of 2 separate species, C5H14 in total. Source: the Open Molecules 2025 dataset; level of theory: wB97M-V/def2-TZVPD.

```
19
Properties=species:S:1:pos:R:3:forces:R:3
C 2.8304 -0.8856 -0.2316 -0.46 -0.18 0.39
C 2.5945 -0.9772 1.2788 0.45 -0.13 -0.27
H 2.7302 0.1236 -0.6231 0.15 0.13 0.06
H 3.8193 -1.2820 -0.4545 -0.01 0.07 -0.26
H 2.0701 -1.4872 -0.7296 0.15 -0.11 -0.22
H 3.3098 -0.3519 1.8149 -0.05 -0.05 0.11
H 2.7533 -2.0194 1.5774 -0.09 0.21 0.18
H 1.5922 -0.6809 1.5698 -0.15 0.05 0.00
C -2.3372 0.6476 -0.7332 0.25 -0.60 0.22
C -1.0781 -0.2132 -0.9433 0.29 0.42 0.08
C -2.2948 1.4900 0.5398 0.69 0.30 -0.17
H -3.1814 -0.0333 -0.6613 -0.24 0.01 -0.06
H -2.4828 1.2621 -1.6186 -0.22 0.11 0.00
H -0.3711 0.2970 -1.6021 0.04 -0.10 0.02
H -0.5500 -0.3842 0.0014 -0.14 -0.07 -0.08
H -1.7335 0.9727 1.3221 -0.32 -0.17 0.08
H -3.2904 1.7320 0.8970 -0.07 0.10 0.09
H -1.3016 -1.1855 -1.3778 -0.04 0.01 -0.09
H -1.7317 2.4204 0.3945 -0.23 -0.03 -0.09
```
Forces are in eV/Å.

Electronic energy   -198.88264 a.u.
SMILES   CCC.CC
HOMO level   -11.388 eV
LUMO energy   1.1 eV
Gap between HOMO and LUMO   12.52 eV



A cluster of 2 separate species, C5H14 in total. Source: the Open Molecules 2025 dataset; level of theory: wB97M-V/def2-TZVPD.

```
19
Properties=species:S:1:pos:R:3:forces:R:3
C 1.7876 -0.7522 1.9680 0.86 1.94 -0.58
C 1.9285 0.7964 1.9645 -0.29 0.08 3.09
H 2.6559 -1.2788 2.3277 0.96 0.06 -0.92
H 1.0984 -1.1701 2.6290 -2.02 0.01 0.86
H 1.4840 -0.7650 0.9702 -0.18 -2.27 -1.73
H 2.9241 1.1140 1.5177 -1.72 -0.07 0.27
H 0.9440 1.3391 1.7055 1.92 -0.85 -0.38
H 1.9582 0.9328 3.0694 0.54 1.08 -0.54
C -1.6233 0.5571 -1.4566 -2.22 -2.32 0.09
C -1.4639 -0.3777 -2.6599 3.23 0.22 0.12
C -1.0304 -0.1342 -0.1686 -0.96 4.56 -0.72
H -1.1203 1.4815 -1.7481 -0.50 0.22 0.83
H -2.7726 0.5844 -1.2820 1.93 1.00 -0.23
H -0.9220 0.1414 -3.4731 0.11 -0.20 0.37
H -0.0382 -0.3772 -0.4714 1.07 -0.01 0.53
H -1.1369 0.8447 0.5214 0.69 -3.02 -0.42
H -2.3339 -0.6520 -3.1511 -1.87 -1.05 -0.42
H -0.7961 -1.2424 -2.3529 -1.07 0.62 -0.68
H -1.5431 -1.0419 0.0903 -0.50 -0.02 0.45
```
Forces are in eV/Å.

Electronic energy   -198.81092 a.u.
SMILES   CCC.CC
HOMO level   -10.766 eV
LUMO energy   1.1 eV
Gap between HOMO and LUMO   11.91 eV



A cluster of 2 separate species, C5H14 in total. Source: the Open Molecules 2025 dataset; level of theory: wB97M-V/def2-TZVPD.

```
19
Properties=species:S:1:pos:R:3:forces:R:3
C 0.0987 -2.7352 -2.2474 -1.42 0.79 0.37
C -0.0044 -1.2779 -1.7470 0.02 -0.88 0.13
H -0.3972 -2.8085 -3.2138 0.49 -0.15 -0.33
H 1.1201 -3.0965 -2.2390 0.00 -0.16 -0.19
H -0.5517 -3.3305 -1.6001 0.46 -0.30 0.12
H 0.4441 -0.5946 -2.4623 0.08 0.25 0.19
H -1.0378 -0.9907 -1.5405 -0.02 0.00 -0.36
H 0.4755 -1.2398 -0.7752 0.27 0.26 -0.22
C -0.1953 1.4938 0.8426 -0.32 1.31 -0.44
C 0.8178 0.4605 1.2941 0.10 0.38 0.31
C -0.7032 2.3621 2.0268 0.06 0.02 -0.31
H 0.1594 2.2626 0.1457 0.71 -0.57 -0.19
H -1.0065 1.0540 0.2547 -0.14 -0.27 0.50
H 1.7700 0.9259 1.5642 -0.16 0.05 0.24
H 1.0676 -0.2968 0.5686 -0.11 -0.07 -0.15
H -0.1791 2.1019 2.9471 -0.33 -0.21 0.12
H -0.4730 3.4202 1.8735 -0.03 -0.09 -0.13
H 0.3799 -0.0125 2.1774 0.33 -0.23 -0.02
H -1.7850 2.3020 2.1305 0.02 -0.15 0.35
```
Forces are in eV/Å.

Electronic energy   -198.87084 a.u.
SMILES   CCC.CC
HOMO level   -11.065 eV
LUMO energy   1.1 eV
Gap between HOMO and LUMO   12.21 eV



A cluster of 2 separate species, C5H14 in total. Source: the Open Molecules 2025 dataset; level of theory: wB97M-V/def2-TZVPD.

```
19
Properties=species:S:1:pos:R:3:forces:R:3
C -0.9008 -0.6586 1.0628 -1.78 0.20 -0.29
C -1.9242 -0.4129 2.1866 -0.07 0.89 -0.18
C -1.6021 -0.9331 -0.2880 -0.40 -0.31 0.39
H -0.2260 0.1853 1.0301 0.24 0.07 -0.19
H -0.3904 -1.5540 1.2854 1.19 -0.76 0.46
H -2.2965 -1.2849 2.7151 0.11 -0.27 -0.15
H -2.6525 -0.6338 -0.2717 0.05 0.13 0.09
H -1.1648 -0.4457 -1.1380 0.46 0.28 -0.37
H -1.6108 -2.0053 -0.4941 0.04 0.03 -0.06
H -1.5086 0.2740 2.9167 0.17 -0.10 0.38
H -2.7893 0.1292 1.7925 -0.03 -0.15 -0.04
C 2.1580 0.3615 -0.9042 0.80 -0.37 1.67
C 2.0588 1.4876 -1.9225 0.30 -0.26 1.24
H 1.3203 -0.3006 -0.7197 -0.44 -0.09 -0.85
H 3.0444 -0.2712 -1.0170 -0.13 0.00 -0.53
H 2.3172 0.7129 0.1295 -0.03 0.56 -0.32
H 2.1165 1.0888 -2.9216 -0.14 0.23 -0.43
H 2.8730 2.1815 -1.7124 0.24 -0.09 -0.43
H 1.1777 2.0790 -1.7296 -0.58 0.02 -0.38
```
Forces are in eV/Å.

Electronic energy   -198.87113 a.u.
SMILES   CCC.CC
HOMO level   -11.570 eV
LUMO energy   1.1 eV
Gap between HOMO and LUMO   12.70 eV



A cluster of 2 separate species, C5H14 in total. Source: the Open Molecules 2025 dataset; level of theory: wB97M-V/def2-TZVPD.

```
19
Properties=species:S:1:pos:R:3:forces:R:3
C -1.3689 -0.8333 2.9794 -0.12 1.89 0.36
C -2.1143 -0.3901 1.7088 -1.06 -0.63 -0.45
H -2.0211 -1.3588 3.5889 -1.58 -1.70 0.85
H -0.4741 -1.4080 2.9737 0.85 -0.35 -0.82
H -1.2018 -0.0177 3.7098 0.34 0.30 -0.86
H -1.5706 0.4189 1.1017 -1.18 -1.35 0.86
H -3.1529 -0.1042 2.0448 1.20 0.72 -0.26
H -2.4874 -1.2867 1.0895 1.44 1.15 0.40
C 0.9196 0.8199 -1.9477 -1.02 0.87 -0.59
C 2.0513 0.2523 -2.7507 1.21 1.00 -2.86
C 0.8256 0.2757 -0.5255 -0.81 0.71 0.85
H 1.1280 1.8818 -1.7837 -0.12 0.03 -0.56
H -0.0171 0.8154 -2.5995 0.90 -0.36 1.23
H 3.0648 0.7355 -2.5835 -1.21 -0.48 0.16
H 1.6035 -0.4822 -0.3693 -0.01 0.47 0.36
H 0.9233 1.2161 0.1045 0.25 -1.67 -0.02
H -0.1325 -0.1907 -0.2124 0.54 0.24 -0.59
H 2.1993 -0.8154 -2.6504 -0.19 -0.30 0.05
H 1.8253 0.4715 -3.8786 0.58 -0.56 1.87
```
Forces are in eV/Å.

Electronic energy   -198.84295 a.u.
SMILES   CCC.CC
HOMO level   -10.887 eV
LUMO energy   1.1 eV
Gap between HOMO and LUMO   12.03 eV



- Which of these has the highest electronic energy?
  number 2



- Among the records above, which one has the highest electronic energy?
  number 2



What did the tenth record say?
A cluster of 2 separate species, C5H14 in total. Source: the Open Molecules 2025 dataset; level of theory: wB97M-V/def2-TZVPD.

```
19
Properties=species:S:1:pos:R:3:forces:R:3
C 0.0987 -2.7352 -2.2474 -1.42 0.79 0.37
C -0.0044 -1.2779 -1.7470 0.02 -0.88 0.13
H -0.3972 -2.8085 -3.2138 0.49 -0.15 -0.33
H 1.1201 -3.0965 -2.2390 0.00 -0.16 -0.19
H -0.5517 -3.3305 -1.6001 0.46 -0.30 0.12
H 0.4441 -0.5946 -2.4623 0.08 0.25 0.19
H -1.0378 -0.9907 -1.5405 -0.02 0.00 -0.36
H 0.4755 -1.2398 -0.7752 0.27 0.26 -0.22
C -0.1953 1.4938 0.8426 -0.32 1.31 -0.44
C 0.8178 0.4605 1.2941 0.10 0.38 0.31
C -0.7032 2.3621 2.0268 0.06 0.02 -0.31
H 0.1594 2.2626 0.1457 0.71 -0.57 -0.19
H -1.0065 1.0540 0.2547 -0.14 -0.27 0.50
H 1.7700 0.9259 1.5642 -0.16 0.05 0.24
H 1.0676 -0.2968 0.5686 -0.11 -0.07 -0.15
H -0.1791 2.1019 2.9471 -0.33 -0.21 0.12
H -0.4730 3.4202 1.8735 -0.03 -0.09 -0.13
H 0.3799 -0.0125 2.1774 0.33 -0.23 -0.02
H -1.7850 2.3020 2.1305 0.02 -0.15 0.35
```
Forces are in eV/Å.

Electronic energy   -198.87084 a.u.
SMILES   CCC.CC
HOMO level   -11.065 eV
LUMO energy   1.1 eV
Gap between HOMO and LUMO   12.21 eV



- Number 4 is which compound?
  C5H14